No. 1
Formula: C18H81BrCl3NbO28P
Source: the OMol25 dataset
Level of theory: ωB97M-V with the def2-TZVPD basis set

HOMO-LUMO gap: 5.934 eV
DFT total energy: -7194.103359 a.u.
HOMO: -4.9017 eV
total charge: -1
energy above the lowest of the compared OMol25 structures with the same formula, charge and spin: 28.5 kJ/mol

Each line ends with the Löwdin charge.
Positions of all 133 atoms, in Å:
Nb (-3.89068, 0.30094, 0.26250)  1.07
Br (-4.08936, -1.48837, 2.15537)  0.13
Cl (-7.50990, -0.45089, 1.94549)  0.51
Cl (-3.31664, 1.94740, -1.43812)  0.11
Cl (-6.80529, 1.85250, -0.31456)  0.52
P (-3.28981, -1.38082, -1.59475)  0.67
O (8.32985, -6.90142, -1.77528)  -0.05
O (-1.96519, 4.21468, 0.38016)  -0.10
O (6.31962, -6.54831, -3.94599)  -0.05
O (-1.29154, -3.14781, 3.74478)  0.01
O (9.76245, -2.26128, -6.06859)  -0.07
O (1.45992, -3.74607, 4.02153)  -0.04
O (-3.94948, 4.55105, -8.09498)  -0.07
O (-0.76224, 1.18311, 0.33652)  -0.22
O (-5.08269, 4.53168, -3.15573)  -0.07
O (-0.37239, -4.38236, -2.36800)  -0.06
O (5.02913, -3.73638, -4.39436)  -0.05
O (-4.08052, 6.58838, -5.60420)  -0.06
O (7.05302, -5.15630, 0.08201)  -0.06
O (-7.61317, 7.93443, 2.38062)  -0.05
O (-5.59053, 6.26650, 1.27337)  -0.06
O (4.06802, -6.54868, -1.74652)  -0.05
O (2.12120, -2.68391, -4.20704)  -0.06
O (-0.44524, 5.07243, 4.69088)  -0.05
O (0.44551, 2.49025, -2.11958)  -0.06
O (2.12052, -0.65714, 5.56418)  -0.06
O (-0.68871, -1.62405, 5.09438)  -0.08
O (2.06061, 4.39360, 7.09822)  -0.06
O (-3.21659, 7.86660, 1.67975)  -0.06
O (-4.24180, -1.05478, -2.93565)  -0.44
O (1.00444, -2.15405, 7.56460)  -0.09
O (6.95011, -1.49126, -5.18103)  -0.05
O (5.48034, -2.69080, -1.52379)  -0.04
O (3.92349, -6.64341, -5.92993)  -0.04
C (1.52424, -2.07567, -0.14391)  -0.05
C (-2.72856, 4.16974, 1.57876)  -0.27
C (-1.64333, 0.08303, 0.73770)  -0.37
C (-3.92711, 1.89221, 1.82312)  -0.35
C (-6.08014, 0.19134, -0.37488)  -0.86
C (2.44492, 0.11487, 1.74588)  -0.03
C (2.44153, 0.78580, 2.95783)  -0.06
C (-7.09721, -0.77987, 0.21607)  -0.87
C (2.60438, -0.18200, -1.32950)  -0.05
C (-6.77879, -2.25412, -0.04155)  -0.16
C (0.39209, 1.82573, 2.32826)  0.04
C (-4.03812, 3.38416, 1.44138)  -0.31
C (1.40842, 1.67191, 3.25778)  -0.25
C (1.41262, -0.57528, -0.43624)  -0.36
C (-1.59248, -1.08864, -2.28269)  -0.36
C (1.32856, 2.42612, 4.56113)  -0.06
C (1.40896, 0.24368, 0.83348)  -0.14
C (0.35777, 1.10380, 1.14363)  -0.25
H (-4.73699, 3.85290, 2.14289)  0.09
H (5.09877, -3.31358, -0.89648)  0.03
H (1.91310, 3.34663, 4.49170)  0.08
H (-4.80153, 1.60166, 2.42167)  0.03
H (6.36823, -0.87731, -4.72402)  0.04
H (0.23389, -2.45466, 8.05220)  0.03
H (4.11168, -5.62940, -1.46960)  0.02
H (0.30334, 2.73622, 4.74343)  0.06
H (0.27558, 5.49022, 4.20940)  0.04
H (4.90749, -4.68737, -4.29964)  0.01
H (-1.62249, 0.07384, 1.83351)  0.02
H (-1.22217, -2.19385, 4.52087)  -0.16
H (1.33132, -2.62954, -1.06752)  0.06
H (2.11235, -1.15590, 4.73911)  0.03
H (8.81653, -2.22298, -5.87439)  -0.01
H (6.99904, -4.56740, 0.84176)  0.05
H (6.44347, -7.24002, -4.60580)  0.06
H (7.69661, -4.74111, -0.50340)  0.04
H (9.87258, -1.65694, -6.80769)  0.03
H (-4.44858, 5.94072, -4.98580)  0.01
H (-1.21012, -0.88009, 0.43890)  0.03
H (-8.02089, 7.06125, 2.40238)  0.05
H (-0.00954, 2.19389, -1.32055)  -0.01
H (5.76145, -1.94568, -0.98370)  0.05
H (-3.27113, 4.95550, -8.64258)  0.03
H (-0.87000, -1.66386, -1.71016)  0.00
H (2.64791, 0.89550, -1.48631)  0.08
H (0.66405, -1.75304, 6.74329)  -0.01
H (0.40062, -4.14559, -2.89582)  0.01
H (-7.63837, -2.76752, -0.46795)  0.07
H (4.73958, -6.63293, -2.43226)  -0.01
H (-3.82074, 7.72357, 2.41723)  0.03
H (0.53236, -0.35311, -1.02646)  0.09
H (-2.16590, 3.76143, 2.42559)  0.09
H (-5.19230, 3.83045, -3.80641)  0.04
H (-8.25223, 8.51498, 2.80370)  0.04
H (-1.24255, 3.58368, 0.46056)  0.05
H (0.81353, -3.10713, 4.34214)  -0.01
H (5.41864, -3.45699, -3.55358)  0.02
H (4.77983, -6.43138, -5.54764)  -0.01
H (-5.90868, -2.35033, -0.69268)  0.03
H (-3.06143, 1.79932, 2.48823)  0.04
H (-0.26676, 2.57435, -2.76107)  0.03
H (2.35278, 4.58520, 7.99433)  0.03
H (-1.29358, -0.93336, 5.38304)  0.05
H (2.88169, -2.58442, -4.79136)  0.02
H (-1.35446, -0.02177, -2.27933)  0.00
H (1.69005, 1.81580, 5.38697)  0.06
H (-2.37810, 8.11430, 2.07991)  0.04
H (9.18873, -6.70080, -1.39284)  0.05
H (-4.44444, 3.58662, 0.45029)  0.04
H (3.33815, -6.74330, -5.17072)  0.04
H (-4.82804, 6.40580, 0.69920)  0.03
H (6.85155, -6.84529, -3.19415)  0.02
H (-1.02933, -3.71585, -2.59528)  0.00
H (-1.59876, -1.41975, -3.32657)  0.03
H (-0.53104, -2.91037, 3.20219)  0.07
H (3.26166, -0.57152, 1.54870)  0.11
H (2.53419, -2.34395, 0.16981)  0.07
H (-6.52217, -2.76404, 0.88588)  0.03
H (-4.07261, 5.17847, -7.37265)  0.00
H (-0.44187, 2.48409, 2.55650)  0.11
H (2.55998, -0.72104, -2.27776)  0.06
H (2.64333, -1.18463, 6.17963)  0.05
H (6.46566, -2.33016, -5.16920)  0.02
H (7.74689, -7.00298, -1.01042)  0.04
H (-2.00084, -2.58006, 3.40472)  0.00
H (-2.97599, 5.19857, 1.85310)  0.09
H (-6.08124, -0.04246, -1.44449)  0.02
H (0.79248, -2.41926, 0.58890)  0.08
H (-8.04551, -0.57210, -0.28350)  0.06
H (0.95814, -4.32088, 3.43494)  0.04
H (1.55234, -1.93436, -4.41264)  0.04
H (-6.19521, 6.98025, 1.04322)  0.01
H (-4.34474, 4.22581, -2.61185)  -0.01
H (-0.53543, 5.59477, 5.49363)  0.04
H (-3.90870, 7.35796, -5.05488)  0.04
H (1.95262, 3.43672, 7.07140)  0.02
H (3.54738, -0.47828, -0.85814)  0.06
H (3.22046, 0.62240, 3.68893)  0.10
H (-3.89533, -0.27494, -3.39278)  0.02

=====

No. 2
Formula: C17H15N3NdO11Se
Source: the OMol25 dataset
Level of theory: ωB97M-V with the def2-TZVPD basis set

expectation value of S²: 3.7526
HOMO-LUMO gap (spin up / spin down): 7.466 / 7.467 eV
DFT total energy: -4611.737398 a.u.
spin multiplicity: 4
HOMO (spin up / spin down): -5.6590 / -5.6587 eV
total charge: -1
energy above the lowest of the compared OMol25 structures with the same formula, charge and spin: 0.0 kJ/mol

Each line ends with the Löwdin spin population.
Positions of all 48 atoms, in Å:
Nd (1.60995, -9.30570, 11.49758)  3.03
Se (0.03887, -11.52995, 12.64625)  0.00
O (6.14084, -9.45097, 10.56179)  0.00
O (0.64429, -7.87135, 9.39951)  0.00
O (2.30034, -9.99676, 9.33011)  -0.01
O (-0.53770, -10.61261, 11.33945)  0.00
O (-0.82800, -12.88285, 13.08797)  0.00
O (0.31473, -10.29697, 13.79621)  0.00
O (3.83485, -6.35236, 9.51175)  0.00
O (2.48304, -6.86676, 11.25854)  0.00
O (1.60546, -11.72926, 12.09184)  0.00
O (1.70746, -10.31347, 7.13968)  0.00
O (4.02680, -9.25939, 11.71391)  0.00
N (3.91543, -8.32275, 13.83725)  0.00
N (2.61282, -8.20845, 13.63056)  0.00
N (-0.00384, -7.64882, 12.68174)  0.00
C (2.66298, -6.72484, 10.01243)  0.00
C (6.65632, -8.62059, 14.10182)  0.00
C (-1.94284, -6.77177, 14.45814)  0.00
C (-2.29504, -7.07055, 13.12831)  0.00
C (8.04710, -8.67590, 14.16198)  0.00
C (8.77369, -8.91503, 12.99410)  0.00
C (0.33718, -8.97186, 8.49997)  0.00
C (6.02538, -8.90060, 12.88932)  0.00
C (-1.28409, -7.50299, 12.28657)  0.00
C (1.61003, -6.90999, 8.96427)  0.00
C (0.37054, -7.39903, 13.94546)  0.00
C (-0.62823, -6.96848, 14.85240)  0.00
C (4.56469, -8.84387, 12.81847)  0.00
C (8.16608, -9.20571, 11.77549)  0.00
C (1.75800, -7.62371, 14.39367)  0.00
C (6.76804, -9.22070, 11.71081)  0.00
C (1.57923, -9.86977, 8.27786)  0.00
H (1.07671, -5.94285, 8.83652)  0.00
H (2.08707, -7.19891, 8.02513)  0.00
H (4.44670, -6.11325, 10.26590)  0.00
H (-0.34869, -6.71703, 15.88504)  0.00
H (-1.47836, -7.77348, 11.25680)  0.00
H (5.13180, -9.42287, 10.79594)  0.00
H (8.73797, -9.40757, 10.86239)  0.00
H (-0.12211, -8.55521, 7.59148)  0.00
H (-3.28997, -6.93433, 12.70038)  0.00
H (8.54243, -8.48633, 15.08686)  0.00
H (-0.40897, -9.55939, 9.04603)  0.00
H (9.84148, -8.82858, 13.00241)  0.00
H (-2.69536, -6.45009, 15.17731)  0.00
H (1.95682, -7.26966, 15.39574)  0.00
H (6.03690, -8.35931, 14.95351)  0.00